No. 1
Here is a structure of composition C57H46BF2N3OP3SSiV in a non-equilibrium geometry from the OMol25 dataset. Energies are from wB97M-V/def2-TZVPD.

Structure (XYZ):
```
116
Properties=species:S:1:pos:R:3:forces:R:3
V -0.80805 0.95099 -0.95661 -1.18 0.47 0.52
C -5.77551 -1.50486 3.24985 -0.08 -0.03 0.04
C -4.91482 -1.07300 4.24383 -0.20 0.04 0.13
C -3.55706 -0.96856 4.00092 0.15 -0.03 -0.10
C -3.03290 -1.30996 2.75999 0.05 0.18 -0.01
C -3.91320 -1.70299 1.75316 0.00 0.11 -0.06
C -5.26882 -1.80695 1.99567 -0.08 -0.02 0.01
P -1.25222 -1.19226 2.31157 0.04 -0.56 0.84
C -0.45609 -1.70682 3.90411 0.01 0.06 -0.23
C 0.30538 -2.85740 4.08726 -0.18 -0.03 0.00
C 1.02134 -3.05283 5.25441 0.12 -0.19 0.14
C 1.00891 -2.10435 6.26184 0.06 0.01 0.07
C 0.28517 -0.93722 6.08072 0.03 0.03 0.18
C -0.42514 -0.74469 4.91392 -0.04 0.03 -0.07
C -1.19239 -2.78255 1.40227 0.00 -0.06 0.20
C -1.73486 -3.92943 1.97771 0.02 -0.17 -0.07
C -1.67128 -5.14164 1.31699 -0.08 -0.08 0.12
C -1.10860 -5.19682 0.05195 0.04 -0.11 -0.11
C -0.61652 -4.04560 -0.53556 0.10 -0.15 -0.16
C -0.61528 -2.82657 0.13526 -0.11 0.49 -0.23
Si 0.13869 -1.20764 -0.57349 0.99 -0.88 0.05
C 1.12240 -1.74524 -2.14503 -0.43 0.11 0.32
C 1.78909 -2.94747 -2.33574 0.26 -0.12 -0.12
C 2.32713 -3.29027 -3.56668 0.01 -0.10 0.10
C 2.23499 -2.40438 -4.62596 0.06 0.10 -0.16
C 1.65578 -1.16226 -4.43657 -0.10 0.01 -0.03
C 1.08177 -0.84308 -3.21148 -0.04 -0.30 -0.19
P 0.64485 0.87305 -2.74309 1.03 -0.33 -1.60
C 2.45485 1.27493 -2.71399 0.18 0.11 0.23
C 3.09556 2.14125 -3.59215 -0.25 0.05 0.10
C 4.47614 2.25092 -3.59365 0.23 0.01 0.02
C 5.24484 1.46923 -2.74935 0.03 0.05 -0.03
C 4.61866 0.59495 -1.87543 0.03 -0.08 0.12
C 3.23979 0.50923 -1.84565 -0.04 0.16 -0.11
C 0.14788 1.73246 -4.26563 -0.38 0.18 -0.09
C -0.48409 1.09431 -5.33050 0.32 -0.04 0.32
C -0.98127 1.83598 -6.38313 -0.10 0.13 -0.29
C -0.87576 3.21815 -6.38392 -0.10 -0.01 0.02
C -0.31657 3.86707 -5.29291 0.00 0.13 -0.11
C 0.17538 3.13077 -4.23417 0.05 -0.29 0.10
C 1.42460 -0.93844 0.86326 -0.14 0.10 -0.34
C 2.13412 -1.99638 1.41349 0.23 -0.03 0.04
C 2.89879 -1.84244 2.55754 0.09 -0.07 -0.04
C 2.93106 -0.61959 3.20174 0.10 0.02 0.16
C 2.25251 0.46099 2.66316 -0.09 0.05 -0.03
C 1.52210 0.31424 1.48717 0.18 -0.01 0.05
P 0.83984 1.73742 0.55538 0.89 0.72 1.83
C -0.42404 2.68691 1.46872 -0.32 0.14 -0.13
C -0.86980 3.80448 0.75955 0.27 -0.20 -0.01
C -1.84611 4.62734 1.28652 -0.11 0.21 0.19
C -2.39793 4.33390 2.52265 0.01 0.13 -0.12
C -1.97707 3.20958 3.21811 -0.01 -0.11 0.14
C -0.99069 2.38919 2.69985 0.14 0.06 -0.15
C 2.20095 2.95207 0.99513 0.00 -0.02 -0.49
C 2.11910 3.72594 2.15460 -0.16 -0.02 -0.03
C 3.17074 4.53194 2.54911 0.08 0.03 0.07
C 4.33311 4.58439 1.79853 0.04 0.00 -0.03
C 4.41957 3.83969 0.63530 0.17 0.05 -0.02
C 3.36215 3.03870 0.23701 -0.13 -0.02 -0.08
H -6.83218 -1.61161 3.45463 -0.07 0.04 -0.01
H -5.30303 -0.81811 5.22076 -0.03 0.01 0.08
H -2.90240 -0.63913 4.79259 -0.01 -0.02 0.10
H -3.52353 -1.93669 0.77230 -0.02 -0.02 -0.09
H -5.93315 -2.13254 1.20714 -0.04 -0.01 -0.07
H 0.34413 -3.60718 3.31010 0.01 -0.02 -0.02
H 1.60112 -3.95916 5.37696 0.03 -0.04 0.01
H 1.56345 -2.26428 7.17608 0.07 -0.02 0.04
H 0.28406 -0.17015 6.84295 0.00 0.04 0.07
H -0.95900 0.18440 4.77206 -0.02 0.12 0.03
H -2.20450 -3.87209 2.95168 0.00 0.01 0.04
H -2.06413 -6.03719 1.78179 -0.04 -0.03 0.01
H -1.05670 -6.14010 -0.48003 -0.05 0.01 -0.03
H -0.21190 -4.09203 -1.53453 -0.06 -0.08 -0.06
H 1.90936 -3.62755 -1.50570 -0.04 -0.15 0.09
H 2.81841 -4.24532 -3.70096 0.05 -0.05 0.01
H 2.65024 -2.66052 -5.59032 0.05 -0.03 -0.09
H 1.66656 -0.43808 -5.24023 0.02 0.03 -0.05
H 2.52056 2.73604 -4.28574 0.03 0.01 -0.04
H 4.95741 2.94679 -4.26533 0.02 0.05 -0.11
H 6.32316 1.54125 -2.76924 0.07 0.01 0.00
H 5.20722 -0.01340 -1.20364 0.02 -0.06 0.08
H 2.75794 -0.16072 -1.14575 0.11 -0.06 0.00
H -0.61484 0.02146 -5.29664 -0.02 -0.06 -0.09
H -1.48507 1.33902 -7.20064 0.00 -0.06 -0.05
H -1.27677 3.79318 -7.20937 0.01 -0.01 -0.01
H -0.28570 4.94830 -5.26329 0.01 0.03 0.02
H 0.56259 3.62862 -3.34985 0.00 0.06 -0.08
H 2.08693 -2.96530 0.93817 -0.06 -0.21 -0.04
H 3.44426 -2.68722 2.95887 0.03 -0.02 0.06
H 3.49217 -0.50854 4.11998 0.00 0.05 0.06
H 2.29345 1.42022 3.16177 0.08 0.02 0.01
H -0.43340 4.03046 -0.21322 -0.12 -0.01 0.12
H -2.19043 5.48850 0.72884 0.01 0.00 -0.03
H -3.16260 4.97667 2.93697 -0.07 -0.01 0.02
H -2.43702 2.96271 4.16506 -0.01 -0.02 0.10
H -0.66126 1.50329 3.22130 -0.01 -0.07 0.05
H 1.22532 3.70502 2.76210 0.02 0.02 0.00
H 3.08219 5.11786 3.45360 -0.02 0.03 0.07
H 5.16018 5.20202 2.11864 0.07 0.06 0.00
H 5.31852 3.87621 0.03447 0.03 -0.01 -0.07
H 3.43785 2.46562 -0.67191 0.08 0.08 -0.01
F -2.11061 3.19840 -2.05222 0.08 0.07 -0.14
B -2.59671 1.96887 -2.43081 -0.34 1.26 -0.96
F -2.73410 1.86666 -3.76885 -0.14 -0.08 -0.02
O -1.92980 0.59723 0.67072 0.91 -0.83 0.30
S -3.14060 1.38108 0.07724 -2.24 1.24 0.32
N -2.94175 0.98613 -1.54924 0.21 -0.87 -0.27
N -3.05306 -1.62547 -2.20113 -0.33 -0.37 0.01
C -4.06489 -2.50640 -2.18518 -0.04 -0.07 0.05
C -3.62709 -3.64149 -2.83466 -0.08 -0.05 -0.03
C -2.31751 -3.32931 -3.21972 -0.21 0.02 -0.01
N -1.98902 -2.10807 -2.83169 0.51 0.25 -0.20
H -3.04366 -0.62512 -1.88135 -0.12 0.09 -0.06
H -5.00746 -2.27266 -1.72411 -0.07 0.06 0.05
H -4.16581 -4.55096 -3.01888 -0.11 -0.11 0.04
H -1.61854 -3.93798 -3.76007 0.22 -0.09 -0.10
```
Positions in Å, forces in eV/Å.

Output
* energy relative to the best compared isomer or geometry (same formula, charge and spin): 92.0 kJ/mol
* ⟨S²⟩: 3.78
* total charge: -1
* E_HOMO (alpha / beta): -3.407 / -3.569 eV
* spin multiplicity: 4
* E_LUMO (alpha / beta): 2.47 / 2.47 eV
* total energy: -5319.72158 Eh
* gap between HOMO and LUMO (alpha / beta): 5.88 / 6.03 eV

No. 2
Here is an isolated molecule of C3H7NO in a non-equilibrium geometry from the OMol25 dataset. Energies are from wB97M-V/def2-TZVPD.

Structure (XYZ):
```
12
Properties=species:S:1:pos:R:3:forces:R:3
C 0.24475 1.35054 -0.06561 1.72 -0.15 3.02
N 0.16288 -0.12970 -0.09172 -0.17 1.84 1.99
C -0.39553 -0.88132 1.01702 -0.65 -0.56 -0.33
C 0.20538 -0.60971 -1.29509 -0.99 -3.92 -3.23
O -0.38543 -1.71217 -1.64163 2.86 4.26 0.71
H -0.54948 1.94065 -0.53520 -0.23 -0.60 0.16
H 0.28782 1.54220 1.09591 0.04 0.41 -2.44
H 1.21432 1.64169 -0.55920 -0.89 -0.08 0.72
H -1.42884 -1.09895 0.78906 -0.48 -0.14 0.12
H 0.08084 -1.85373 1.19604 0.22 0.35 -0.52
H -0.35416 -0.34681 1.94719 0.16 0.58 0.22
H 0.91746 0.15730 -1.85677 -1.60 -1.99 -0.42
```
Positions in Å, forces in eV/Å.

Output
* SMILES: CN(C)C=O
* energy relative to the best compared isomer or geometry (same formula, charge and spin): 179.2 kJ/mol
* total charge: 0
* E_HOMO: -9.500 eV
* E_LUMO: 0.79 eV
* total energy: -248.45825 Eh
* gap between HOMO and LUMO: 10.29 eV

No. 3
Here is a cluster of 2 separate species, C5H7BrCl4 in total in a non-equilibrium geometry from the OMol25 dataset. Energies are from wB97M-V/def2-TZVPD.

Structure (XYZ):
```
17
Properties=species:S:1:pos:R:3:forces:R:3
C -0.80560 -0.05994 -2.04503 1.90 2.01 -2.08
C 0.84810 -0.22700 2.05257 1.54 -0.10 -1.50
C -0.75337 0.49818 -0.69774 1.47 -2.43 2.62
C 0.94639 -0.45158 0.55916 -1.58 3.84 -1.01
C -1.98491 0.10223 0.04352 -0.89 0.79 1.34
Cl 1.09788 -1.99212 -0.02060 0.24 -1.75 -0.46
Cl -3.43482 0.72784 -0.92931 0.33 -0.29 0.63
Cl -2.18550 -1.63063 0.38034 -0.02 0.06 -0.70
Cl -2.09594 0.84859 1.68507 -0.05 0.41 -0.61
Br 2.41381 0.72675 -0.03210 -0.13 -0.26 -0.29
H 0.05820 -0.63621 -2.34796 0.13 -0.81 0.37
H -1.73148 -0.55188 -2.10472 -0.74 -1.06 -1.05
H -0.70734 0.78053 -2.82400 -0.71 -0.99 1.11
H 1.67991 -0.73639 2.50559 0.66 -0.15 0.23
H 0.00848 -0.64291 2.45226 -2.47 -1.18 0.97
H 0.89242 0.80988 2.29303 -0.01 0.70 0.05
H -0.49784 1.51014 -0.58710 0.33 1.19 0.39
```
Positions in Å, forces in eV/Å.

Output
* energy relative to the best compared isomer or geometry (same formula, charge and spin): 79.5 kJ/mol
* total charge: 0
* E_HOMO: -8.986 eV
* E_LUMO: -0.28 eV
* total energy: -4609.39502 Eh
* gap between HOMO and LUMO: 8.70 eV

No. 4
Here is an isolated molecule of C4H10OS in a non-equilibrium geometry from the OMol25 dataset. Energies are from wB97M-V/def2-TZVPD.

Structure (XYZ):
```
16
Properties=species:S:1:pos:R:3:forces:R:3
O -0.52191 2.41777 2.46392 0.06 0.14 -0.14
C -0.66087 1.01869 2.26325 0.00 0.23 -0.59
C 0.29604 0.41954 1.20431 -1.13 -0.21 0.09
C -0.38750 -0.20167 -0.02089 0.56 -0.49 -0.11
C 0.63315 -1.07020 -0.77620 -0.87 0.52 -0.68
S 0.31273 -1.24494 -2.56310 -0.19 -0.17 0.05
H -0.65994 2.87836 1.62676 -0.02 -0.15 0.14
H -0.45663 0.57097 3.23081 -0.04 0.02 0.11
H -1.69290 0.77782 1.98544 -0.06 -0.02 0.09
H 0.75458 -0.41078 1.72082 0.90 -0.08 -0.01
H 1.00239 1.16903 0.84491 0.28 -0.13 0.40
H -0.74762 0.55428 -0.71798 -0.31 0.03 0.15
H -1.18399 -0.88398 0.28686 -0.31 0.38 -0.03
H 1.56117 -0.54548 -0.82272 0.93 0.20 0.29
H 0.75857 -2.03933 -0.32351 0.18 -0.27 0.21
H -0.89316 -1.82866 -2.49514 0.02 0.00 0.04
```
Positions in Å, forces in eV/Å.

Output
* SMILES: OCCCCS
* energy relative to the best compared isomer or geometry (same formula, charge and spin): 46.1 kJ/mol
* total charge: 0
* E_HOMO: -9.128 eV
* E_LUMO: 0.94 eV
* total energy: -631.80712 Eh
* gap between HOMO and LUMO: 10.07 eV

No. 5
Here is a cluster of 3 separate species, C5H15NO2 in total in a non-equilibrium geometry from the OMol25 dataset. Energies are from wB97M-V/def2-TZVPD.

Structure (XYZ):
```
23
Properties=species:S:1:pos:R:3:forces:R:3
C 0.66247 -1.02217 2.82768 -0.27 0.55 -1.21
C 1.09326 -0.33806 1.52543 -0.25 -0.29 1.01
C 0.29511 -0.28459 0.47436 0.09 0.98 -0.60
N 0.52508 0.45726 -0.74582 -0.65 -0.76 1.48
C -0.54465 1.46529 -0.94581 1.25 0.17 -2.00
C -0.25355 2.77734 -0.23886 -0.11 -0.22 0.31
H 1.47148 -0.99357 3.54803 -0.07 -0.30 0.16
H -0.19653 -0.46046 3.20006 0.11 -0.07 0.36
H 0.30489 -2.02354 2.59997 0.23 -0.21 0.34
H 2.03276 0.19607 1.59263 0.11 0.07 -0.44
H -0.69780 -0.71742 0.49303 0.04 -0.32 0.08
H 1.41437 0.93075 -0.62586 0.02 0.07 -0.33
H -1.53602 1.03479 -0.82528 0.05 -0.06 0.70
H -0.49754 1.61654 -2.03600 -0.24 0.43 0.19
H 0.68157 3.22946 -0.57848 -0.07 -0.14 -0.33
H -0.09223 2.60357 0.82726 -0.41 0.12 0.10
H -1.05404 3.49216 -0.42543 0.00 0.06 0.27
O -2.24771 -2.46453 -1.53305 0.47 0.03 -0.24
H -2.36985 -1.65239 -1.03323 0.06 -0.05 -0.06
H -1.32058 -2.44924 -1.85843 -0.61 -0.13 0.31
O 0.53596 -2.08804 -2.12863 -0.33 0.08 -0.16
H 0.29904 -1.16756 -1.88193 0.92 -0.25 -0.05
H 1.49452 -2.14165 -2.23164 -0.36 0.24 0.11
```
Positions in Å, forces in eV/Å.

Output
* SMILES: C/C=C/NCC.O.O
* energy relative to the best compared isomer or geometry (same formula, charge and spin): 137.6 kJ/mol
* total charge: 0
* E_HOMO: -8.768 eV
* E_LUMO: 0.82 eV
* total energy: -404.70265 Eh
* gap between HOMO and LUMO: 9.58 eV